--- one ---
13
Properties=species:S:1:pos:R:3:mulliken_charge:R:1 method="wB97M-V/def2-TZVPD" homo_ev=-9.234
N -2.1575 1.1721 -0.4387 -0.43
Si 2.3935 0.1062 -0.5857 0.23
Si -1.7141 -0.1318 0.5598 0.29
Si 0.6960 -0.7682 0.6944 0.02
H -2.8340 2.0090 -0.2846 0.25
H -1.8876 1.1712 -1.4934 0.22
H 2.8651 -0.7690 -1.8275 -0.07
H 1.8012 1.4284 -1.1858 -0.08
H 3.6566 0.2382 0.0903 -0.10
H -2.1795 -1.5256 0.2956 -0.10
H -2.4113 0.4004 1.7186 -0.14
H 1.4640 -0.6468 2.0946 -0.05
H 0.3074 -2.6840 0.3623 -0.04

--- two ---
13
Properties=species:S:1:pos:R:3:mulliken_charge:R:1 method="wB97M-V/def2-TZVPD" homo_ev=-8.761
N -0.6978 0.8370 -1.3168 -0.42
Si -0.6412 1.3398 1.6429 0.37
Si 0.8342 -2.0867 -0.4094 0.33
Si 0.1918 0.0829 -0.0953 0.05
H -0.4174 0.5656 -2.2353 0.22
H -1.5594 1.2734 -1.1383 0.23
H -1.9712 1.7981 1.1826 -0.14
H 0.2355 2.5351 2.0287 -0.08
H -0.8733 0.6420 2.8320 -0.16
H 1.7669 -2.6792 0.5662 -0.12
H -0.1071 -3.1314 -0.5755 -0.14
H 1.5805 -2.3516 -1.7599 -0.09
H 1.6586 1.1750 -0.7218 -0.05

The most stable arrangement is two, and the next structure is 4.9 kcal/mol less stable.